Below is a structure of composition C24H28BBaF8O24 in a non-equilibrium geometry, with properties calculated with the ωB97M-V functional and the def2-TZVPD basis.

```
86
Properties=species:S:1:pos:R:3:forces:R:3
Ba -0.35169 1.44276 -0.11952 -0.5 -0.2 -0.1
B -1.47524 3.86562 -0.58030 -0.5 0.8 -0.3
H -2.17015 3.15729 -0.15650 -2.8 -2.7 1.6
H -1.05311 3.46398 -1.48845 1.6 -1.7 -3.6
H -1.94853 4.80196 -0.83233 -1.7 3.5 -0.7
H -0.65052 3.98880 0.10445 3.3 0.7 3.0
C 5.16721 -1.26673 -0.80523 1.0 -0.7 -1.0
C 4.35793 -2.34854 -0.13418 -0.4 1.4 0.2
O 3.23852 -1.57422 0.27274 -1.3 -4.2 1.3
C 3.22946 -0.35965 -0.17955 -2.6 1.4 1.9
O 2.30757 0.39365 0.03362 1.5 -0.2 -1.1
O 4.38023 -0.13950 -0.68960 1.6 3.4 -2.3
F 5.00473 -2.79493 0.95069 0.0 -0.6 0.6
H 5.29007 -1.52096 -1.85803 0.3 0.2 -0.1
H 6.12306 -1.03133 -0.33723 0.0 -0.5 0.0
H 4.03000 -3.17436 -0.76550 0.0 -0.1 0.2
C 3.41248 2.79598 4.33737 0.7 1.4 1.0
C 2.84556 4.17681 3.90715 0.2 -1.9 3.0
O 1.70975 3.79587 3.21270 -1.2 1.1 0.1
C 1.71862 2.49262 3.00244 -1.1 -2.2 -4.8
O 0.98281 1.88693 2.22614 0.9 1.6 2.4
O 2.83075 1.93620 3.42758 0.3 -1.5 0.2
F 3.70718 4.83330 3.16997 0.8 1.0 -1.3
H 3.07699 2.51128 5.33461 0.1 0.2 0.2
H 4.50208 2.80751 4.31038 -0.1 -0.3 -0.3
H 2.60157 4.72389 4.81779 -0.3 0.6 -0.4
C 1.70940 -2.19774 4.01714 0.5 -2.2 1.9
C 0.40209 -2.92901 4.04758 1.9 -1.8 -1.1
O -0.06112 -2.68965 2.72747 -1.7 -1.8 0.7
C 0.45627 -1.58679 2.31702 1.9 3.9 -3.3
O 0.20683 -0.98208 1.28184 -0.2 -1.6 2.5
O 1.49048 -1.20532 3.14756 -1.1 2.0 -3.1
F -0.34685 -2.38634 4.92332 -3.4 1.8 2.6
H 2.35904 -2.99713 3.66069 1.2 0.6 0.0
H 1.94198 -1.70552 4.96145 0.4 -0.8 0.2
H 0.41659 -4.00169 4.24060 0.2 -0.1 -0.4
C -4.42322 2.14391 -4.64433 -1.8 0.1 0.1
C -3.39492 3.12306 -5.07863 0.0 -2.2 1.5
O -2.25033 2.40145 -4.56022 1.7 0.7 -1.0
C -2.59761 1.65740 -3.48783 2.5 -1.1 3.3
O -1.86931 1.20573 -2.56793 -2.3 1.6 -4.1
O -3.89304 1.47503 -3.51380 -1.1 -0.5 0.1
F -3.47740 4.22631 -4.36029 0.0 1.7 0.2
H -4.62344 1.47135 -5.47841 -0.2 -0.3 0.3
H -5.31547 2.67312 -4.30980 -0.2 -0.2 -0.2
H -3.52397 3.30302 -6.14589 1.3 0.1 0.0
C -3.50062 2.62438 5.17535 -0.5 0.6 -0.7
C -2.64170 1.44113 5.58229 0.2 2.5 -0.4
O -1.87550 1.21131 4.44236 2.3 -1.8 1.7
C -2.31638 1.85818 3.41628 1.7 1.7 -5.6
O -1.86575 1.77521 2.25721 -1.5 -0.3 3.7
O -3.18610 2.77000 3.78037 -1.0 1.0 0.2
F -3.39366 0.40238 5.70418 -2.0 -3.2 1.1
H -3.31179 3.53098 5.75027 0.3 0.1 -0.4
H -4.57320 2.43057 5.18469 0.1 -0.3 0.5
H -2.07915 1.63844 6.49482 0.5 -0.4 -0.3
C -4.14427 -2.63567 -1.34022 -1.0 -1.6 -0.2
C -3.74079 -3.20431 0.03252 0.4 0.2 -2.5
O -3.29992 -2.03008 0.63614 -0.6 -0.8 2.7
C -3.17985 -1.03112 -0.20236 1.2 5.7 -1.1
O -2.91490 0.17743 0.09865 -1.0 -5.8 -1.1
O -3.41551 -1.47826 -1.47197 1.1 1.7 0.6
F -2.63101 -4.04388 -0.04145 -0.8 0.2 0.1
H -5.18905 -2.32565 -1.36047 -0.3 -0.4 0.4
H -4.03254 -3.36221 -2.14506 0.5 0.2 -0.1
H -4.60058 -3.76284 0.40251 0.5 0.3 1.2
C -0.14766 -4.49897 -2.42571 -0.2 0.1 0.6
C 1.28607 -4.06956 -2.51820 -1.3 0.3 1.1
O 1.20132 -2.77975 -1.78493 1.5 -0.5 -0.8
C -0.04843 -2.20514 -1.90941 -0.3 -0.6 0.3
O -0.37622 -1.07131 -1.60226 0.8 -3.8 -1.0
O -0.81471 -3.25845 -2.39104 -1.7 2.2 0.2
F 1.64778 -3.92050 -3.80030 0.5 0.9 -0.7
H -0.29323 -5.04801 -1.49541 -0.1 0.2 0.3
H -0.58121 -5.12416 -3.20627 0.4 0.3 -0.3
H 1.96284 -4.81057 -2.09276 0.3 0.7 0.6
C 2.84510 -0.81274 -3.98971 0.3 -2.2 0.1
C 3.09011 0.26866 -4.90954 2.1 0.1 -1.1
O 2.57082 1.32183 -4.26881 -0.9 4.2 1.3
C 1.63624 0.97853 -3.37721 -0.8 -0.9 2.4
O 0.97421 1.64398 -2.60767 1.8 -1.0 -2.5
O 1.67246 -0.40432 -3.33185 -0.3 0.0 0.7
F 2.47486 0.18276 -6.07572 -0.9 -0.6 -2.0
H 3.76562 -0.86453 -3.40827 -0.3 0.1 1.1
H 2.79499 -1.79131 -4.46719 -0.7 0.1 0.0
H 4.15797 0.41420 -5.07256 0.0 0.3 -0.2
```
Forces are in eV/Å.

Computed properties:
total charge: +1
total energy: -97585.7285 eV
LUMO: -1.8964 eV